Here is a structure of composition C5H12FN2O8S3 from the Open Molecules 2025 dataset. Energies are from ωB97M-V with the def2-TZVPD basis set.

The geometry in XYZ format:
```
31
Properties=species:S:1:pos:R:3:mulliken_charge:R:1
C 2.9994 -0.9322 -0.1838 0.358
H -0.2510 -3.2331 -0.5437 0.357
H -2.3899 -2.6668 -0.8732 0.351
O -3.5804 0.2217 2.1331 -0.626
O 3.8721 -0.6940 0.9294 -0.583
O -0.4493 3.7485 0.9554 -0.545
O -2.6594 -1.4635 0.6852 -0.392
H 1.4176 -1.1445 1.2668 0.421
H -1.8769 -1.0281 -1.1930 0.272
H 3.6844 -0.5556 -2.2388 0.260
H 3.1423 -1.9711 -0.4823 0.356
S -1.7734 3.6632 0.4148 0.953
S -2.3054 -0.2364 1.6640 1.175
C 3.3579 -0.0026 -1.3557 -1.176
O -1.3504 -0.7389 2.6174 -0.663
H 3.5054 0.0488 1.4125 0.335
N 0.6022 -1.3232 -0.6721 -0.285
C -1.8476 -1.8218 -0.4484 -0.512
C -0.4027 -2.2297 -0.1247 -0.473
S -2.1515 1.6608 -0.3835 0.954
C 1.5497 -0.7387 0.2610 -0.958
H -0.2929 -2.3235 0.9573 0.259
H 0.1650 -0.6015 -1.2230 0.274
F -1.7316 4.4532 -0.9687 -0.244
O -2.9072 4.1730 1.1249 -0.557
H 4.1710 0.6585 -1.0548 0.353
O -1.3056 1.6925 -1.5592 -0.575
O -3.5723 1.5806 -0.5647 -0.572
H 1.3731 0.3446 0.3342 0.399
N -1.4983 0.8510 0.7762 -0.192
H 2.5058 0.6085 -1.6623 0.278
```

Properties
Energy relative to the best compared isomer or geometry (same formula, charge and spin) in kcal per mole: 0.0
DFT total energy in hartree: -2203.620545
HOMO in eV: -6.2
Total charge: -1
Lowest unoccupied orbital energy in eV: 3.10

Here is a structure of composition C14H25NO6Sr in a non-equilibrium geometry from the Open Molecules 2025 dataset. Energies are from ωB97M-V with the def2-TZVPD basis set.

The geometry in XYZ format:
```
47
Properties=species:S:1:pos:R:3:mulliken_charge:R:1
C 1.0298 -0.1157 3.4032 -0.498
H 2.4061 -0.9880 -2.7878 0.038
H 1.8872 1.8688 -1.3053 0.460
H -0.3565 1.1960 2.2970 0.043
H 4.2378 -0.9183 -2.6217 0.315
O 1.0455 -1.0641 2.3930 -0.864
C -0.8387 -5.0977 1.7181 -0.215
C -1.5064 -5.3918 3.1211 -1.154
H -1.2668 -6.3857 3.4989 0.372
C -3.1625 0.4262 0.6729 0.121
C 0.2286 2.4580 -2.3807 0.069
O -1.3374 -3.9493 1.0066 -0.859
C 1.1422 5.0537 -2.1706 -0.310
C -4.2387 1.1734 -0.1483 -1.201
C -0.4615 3.5015 -3.0281 -0.346
H 1.1970 1.6118 2.0228 0.131
H -0.9399 -5.9744 1.0783 0.221
C 3.3257 -1.5051 -2.5140 -0.811
H -4.3237 2.2180 0.1512 0.418
H 0.7149 2.0147 3.5814 0.425
H -3.3951 0.4511 1.7375 0.269
C 1.4273 2.7352 -1.7571 -0.209
C 1.8243 4.0096 -1.5726 -0.584
H -1.4181 3.2333 -3.4514 0.403
O 0.0516 0.2329 -1.5449 -0.224
N -0.3275 1.0652 -2.3581 0.819
H 0.2547 -0.2638 4.1551 0.218
H -2.2121 0.9589 0.6425 -0.170
H -2.5894 -5.4482 3.0115 0.286
H 3.3646 -2.3750 -3.1697 0.325
O -2.8025 -0.8676 0.2304 -0.838
H 2.7687 4.0730 -1.0525 0.364
H -0.5240 5.6011 -3.4786 0.372
C -0.0308 4.8245 -2.9129 -0.499
O 2.1443 -2.5879 -0.5307 -0.885
H 3.0901 -0.7964 -0.6598 0.094
H -1.4484 -4.6957 3.9580 0.281
C 3.1431 -1.7982 -1.0860 -0.297
H 1.5943 6.0317 -2.0969 0.334
H 4.1324 -2.1517 -0.7953 0.303
H -3.9659 1.3722 -1.1847 0.211
Sr -0.1020 -1.7031 0.2880 1.660
O -1.2373 0.9183 -3.1657 -0.585
H 1.9073 0.0303 4.0330 0.279
C 0.5881 1.2256 2.8402 -0.695
H -5.2296 0.7325 -0.0398 0.300
H 0.2095 -4.9400 1.9724 0.114
```

Properties
Energy relative to the best compared isomer or geometry (same formula, charge and spin) in kcal per mole: 13.4
DFT total energy in hartree: -1085.176473
HOMO in eV: -0.7
Total charge: -2
Lowest unoccupied orbital energy in eV: 3.39

Here is an isolated molecule of C3H8INOP2 in a non-equilibrium geometry from the Open Molecules 2025 dataset. Energies are from ωB97M-V with the def2-TZVPD basis set.

The geometry in XYZ format:
```
16
Properties=species:S:1:pos:R:3:mulliken_charge:R:1
H -2.4555 -2.5364 0.5596 0.372
N 1.1372 1.8411 -0.2580 -0.365
P 2.6979 2.2468 0.2047 -0.162
I -3.7396 0.3882 -0.1399 0.144
O -0.8304 0.5399 -0.3940 -0.431
C -1.6936 -1.7531 0.6314 -1.182
H -0.7185 -2.2140 0.4594 0.354
H 2.2575 3.3598 0.9405 0.067
H -1.7159 -1.3356 1.6376 0.357
C -1.9745 -0.7203 -0.4048 -0.076
H 2.8966 3.0469 -0.9303 0.060
H 1.4153 -1.3143 -1.0736 0.064
H 2.6815 -0.3058 0.1206 -0.018
C 0.5136 0.7028 -0.1770 0.564
P 1.4253 -0.8814 0.2532 -0.109
H -1.8970 -1.0648 -1.4293 0.361
```

Properties
Energy relative to the best compared isomer or geometry (same formula, charge and spin) in kcal per mole: 56.8
DFT total energy in hartree: -1229.386909
SMILES: C[C@@H](I)O/C(P)=N/P
HOMO in eV: -8.1
Lowest unoccupied orbital energy in eV: 0.17

Here is a cluster of 5 separate species, C29H45F7O6 in total in a non-equilibrium geometry from the Open Molecules 2025 dataset. Energies are from ωB97M-V with the def2-TZVPD basis set.

The geometry in XYZ format:
```
87
Properties=species:S:1:pos:R:3:mulliken_charge:R:1
O -0.4833 1.0582 1.5985 -0.545
O 3.6981 -6.8270 -2.7270 -0.416
H 1.2070 -6.8359 -3.9772 0.329
H -2.2667 -3.3593 5.3697 0.398
H 2.7490 -5.3043 -1.8153 0.340
C -2.0228 5.8496 -5.6995 -0.454
C -1.2491 -0.2475 3.4696 0.573
C 0.4257 4.2280 4.6325 0.441
C 0.0198 5.1524 -6.7575 -0.307
C -3.8694 5.8767 -1.4959 -0.321
C 2.0490 -7.0742 1.0588 -0.846
H 2.5620 -5.2053 2.0208 0.351
H -4.0547 5.6789 0.6638 0.226
H -4.1516 4.8439 -1.7301 0.336
H 0.6705 5.7138 -6.0773 0.279
C -0.9385 2.2660 3.6279 -0.278
H -5.5246 6.2036 -0.1554 0.398
H 2.9758 -5.0651 -3.5356 0.357
F -0.4813 5.2323 4.5785 -0.292
F 0.3919 3.5851 5.7980 -0.259
H -1.9831 3.2217 5.1730 0.465
H 1.7188 -7.8356 3.6242 0.313
C 1.3050 -6.3414 -3.0100 -1.041
H 0.4798 5.2102 -7.7447 0.345
H 5.1313 -6.2878 -4.9696 0.289
C -0.8461 1.0196 2.7544 0.288
H 0.5864 -5.5217 -2.9772 0.392
C 2.7107 -5.8128 -2.7798 -0.407
H -0.5067 3.5892 -5.3360 0.128
C 0.1434 3.3073 3.4179 1.281
H -2.3197 4.8387 -5.3959 0.301
C -1.3661 6.5828 -4.5429 -0.607
H 0.9157 3.2435 -6.3213 0.385
O -2.4678 6.0418 -1.6028 -0.427
H 3.4334 -6.1360 -5.4187 0.261
H -0.6400 5.5649 -0.9099 0.372
F 1.3086 2.6155 3.2032 -0.364
H -0.4571 6.0812 -4.2059 0.218
C 1.5626 -6.8139 3.9871 -0.334
C -2.2693 -0.1509 4.4029 0.510
H 1.0416 -7.0681 -2.2392 0.255
C -4.4378 6.2958 -0.1504 -1.094
H 4.3605 -7.5286 -5.9728 0.389
C 4.2096 -6.8478 -5.1342 -1.025
C -2.6566 -1.2710 5.0966 -0.728
H -3.4569 -1.1877 5.8241 0.470
H -1.8630 5.6668 0.3401 0.225
C -1.8569 3.8076 -0.7703 -0.842
H -4.3108 6.5003 -2.2754 0.360
H 0.2093 -1.4218 2.4830 0.486
H 2.9243 -8.2146 -4.0546 0.303
C -0.0764 3.6967 -6.3327 -0.880
H -2.0455 6.6374 -3.6969 0.090
H 0.8497 -6.8829 4.8094 0.357
H 2.6939 -5.2083 4.8794 0.270
H -1.6463 3.4588 -1.7831 0.227
F 2.1778 5.2233 3.2965 -0.224
H -0.7070 3.1393 -7.0274 0.283
C -1.9139 2.3579 4.5169 -0.041
C 3.8349 -7.6289 -3.8856 -0.337
H -2.8745 3.5018 -0.5209 0.276
H -1.1768 3.3064 -0.0807 0.284
O -1.2340 5.7979 -6.8763 -0.436
H 3.2646 -6.8316 5.3048 0.399
C -2.8917 1.2080 4.6346 -0.271
H 1.1565 -7.6552 0.8205 0.299
H 2.7130 -7.7096 1.6461 0.284
C -0.9901 -2.5413 3.9174 -0.523
F 2.7304 4.1447 5.1311 -0.251
C -0.5991 -1.4235 3.2059 -0.758
F -0.0856 4.0185 2.3043 -0.211
C 1.6711 -5.8054 1.8033 -0.353
H 3.6193 -6.1529 3.7158 0.273
C -2.0084 -2.4531 4.8297 -0.601
H -2.9419 6.3700 -5.9722 0.352
H 4.6255 -8.3475 -3.6671 0.327
H -0.4722 -3.4776 3.7292 0.591
C 1.8323 4.9343 4.5402 0.637
C 2.8625 -6.2173 4.4986 -1.057
H 2.5628 -6.8268 0.1285 0.135
H -4.1768 7.3330 0.0657 0.310
O 0.9282 -6.0332 2.9883 -0.422
C -1.6757 5.3123 -0.6798 -0.351
H -1.0959 7.5977 -4.8419 0.311
H 1.0381 -5.1931 1.1588 0.331
O -4.0712 1.3572 4.8635 -0.535
F 1.8119 6.0758 5.2341 -0.263
```

Properties
DFT total energy in hartree: -2282.428247
SMILES: O=C1C=C(C(F)(F)C(F)(F)C(F)(F)F)C(=O)c2ccccc21.CCOCC.CCOCC.CCOCC.CCOCC
HOMO in eV: -9.4
Lowest unoccupied orbital energy in eV: -1.23